# 1
Density functional theory data (wB97M-V/def2-TZVPD) for 2 unconnected molecules or ions with the total composition C13H19N in a non-equilibrium geometry.

Geometry (Å):
C: -0.21 1.08 1.81
H: -0.03 1.25 -3.43
H: -2.81 -1.99 -0.17
H: 1.51 -3.05 0.70
H: 1.32 1.44 4.12
C: -1.52 1.41 1.60
C: 1.14 1.89 1.95
C: 0.92 -1.14 0.99
H: 1.09 2.75 1.28
C: -1.46 -0.68 0.84
C: -0.66 -2.84 0.05
C: -0.71 -0.59 -4.04
C: 0.28 0.26 -3.21
H: -3.20 0.34 1.30
H: 0.92 -1.03 -1.61
C: -1.69 -1.95 0.08
H: 1.69 0.23 -1.45
H: 1.23 0.36 -3.73
C: 1.74 2.09 3.42
H: -0.68 -1.49 -3.51
H: -0.77 -3.83 -0.27
N: -2.38 0.36 0.97
H: -2.08 2.32 1.94
H: -0.63 -0.47 -5.10
H: 1.97 1.16 1.52
H: 1.19 2.94 3.78
H: -1.77 -0.27 -3.59
H: -0.07 0.33 -1.05
C: 0.72 -2.41 0.56
H: 2.66 2.52 3.44
C: -0.21 -0.31 1.35
H: 1.88 -0.67 1.23
C: 0.62 0.00 -1.78

Calculated total energy = -561.3026 a.u.
Energy above the lowest of the compared OMol25 structures with the same formula, charge and spin = 4.604 eV
Molar mass = 189.3 g mol⁻¹
Frontier orbital gap (alpha / beta) = 2.979 / 7.074 eV
Highest occupied orbital energy (alpha / beta) = 0.73 / -3.48 eV
2S+1 = 2
Net charge = -1
E_LUMO (alpha / beta) = 3.711 / 3.595 eV
Expectation value of S² = 0.776

Here are the Mulliken charges for atoms 1 to 8, given in e: C 0.496; H 0.427; H 0.177; H 0.556; H 0.460; C -0.716; C -0.569; C -0.596

=====

# 2
Density functional theory data (wB97M-V/def2-TZVPD) for 2 unconnected molecules or ions with the total composition C4H5Cl2O3 in a non-equilibrium geometry.

Geometry (Å):
H: 4.18 0.01 -1.36
H: 1.48 -1.61 0.25
H: -1.96 1.45 1.07
O: 2.12 0.51 -0.74
O: 0.69 -1.05 0.42
C: -0.25 0.93 0.05
Cl: -4.24 -0.09 -1.66
H: -2.13 0.18 -0.21
C: 3.17 -0.47 -0.91
C: -1.56 0.58 0.62
H: -1.52 -0.30 1.24
C: 0.88 0.19 -0.10
O: 3.08 -1.64 -0.74
Cl: -0.08 2.56 -0.47

Calculated total energy = -1301.5443 a.u.
Energy above the lowest of the compared OMol25 structures with the same formula, charge and spin = 1.527 eV
Molar mass = 172.0 g mol⁻¹
Frontier orbital gap = 6.305 eV
Highest occupied orbital energy = -3.67 eV
Net charge = -1
E_LUMO = 2.634 eV

Here are the Mulliken charges for atoms 1 to 8, given in e: H 0.289; H 0.383; H 0.349; O -0.272; O -0.504; C 0.735; Cl -0.925; H 0.148

=====

# 3
Density functional theory data (wB97M-V/def2-TZVPD) for a molecular structure, C3H11O4 in a non-equilibrium geometry.

Geometry (Å):
H: -2.83 0.93 1.81
H: 1.31 1.20 0.83
C: 2.44 0.00 -0.56
H: 3.20 0.76 -0.62
O: -0.62 -0.94 -0.81
H: 0.65 1.25 -0.77
H: -3.58 0.11 -1.45
C: 0.10 -0.51 0.32
O: 3.01 -0.65 1.09
H: -1.49 -0.38 -0.92
O: -3.13 0.10 1.43
H: -2.96 0.25 0.39
C: 1.09 0.55 -0.04
H: 2.26 -0.62 -1.44
H: -0.56 -0.27 1.18
O: -2.73 0.39 -1.11
H: 0.71 -1.36 0.62
H: 3.13 -0.81 0.04

Calculated total energy = -421.7405 a.u.
Energy above the lowest of the compared OMol25 structures with the same formula, charge and spin = 4.636 eV
Molar mass = 111.1 g mol⁻¹
Frontier orbital gap = 7.836 eV
Highest occupied orbital energy = -4.60 eV
Net charge = -1
E_LUMO = 3.238 eV

Here are the Mulliken charges for atoms 1 to 8, given in e: H 0.263; H 0.321; C -0.675; H 0.354; O -0.622; H 0.358; H 0.185; C -0.530

=====

# 4
Density functional theory data (wB97M-V/def2-TZVPD) for C4H6N2O3 in the gas phase in a non-equilibrium geometry.

Geometry (Å):
H: 2.94 1.10 -0.47
H: 2.68 -0.46 0.20
N: -1.31 0.84 -1.74
C: -0.71 -0.48 0.68
N: 2.29 0.37 -0.21
H: -0.17 -2.02 -0.80
H: -1.38 -0.24 2.46
H: -1.14 1.81 -1.47
H: -1.97 -1.83 -0.54
O: -1.71 -0.22 1.55
C: -0.85 0.05 -0.89
C: 1.08 0.80 0.26
O: 0.56 -0.29 1.15
C: -0.99 -1.37 -0.51
O: 0.69 1.94 0.33

Calculated total energy = -491.1543 a.u.
Energy above the lowest of the compared OMol25 structures with the same formula, charge and spin = 3.988 eV
Molar mass = 130.1 g mol⁻¹
SMILES = [H]/N=C1/C[C@@]1(O)OC(N)=O
Frontier orbital gap = 8.602 eV
Highest occupied orbital energy = -8.23 eV
Net charge = 0
E_LUMO = 0.372 eV

Here are the Mulliken charges for atoms 1 to 8, given in e: H 0.271; H 0.235; N -0.726; C 0.819; N -0.397; H 0.225; H 0.351; H 0.288

=====

# 5
Density functional theory data (wB97M-V/def2-TZVPD) for 2 unconnected molecules or ions with the total composition C4H7NO2 in a non-equilibrium geometry.

Geometry (Å):
H: 0.78 -1.95 -0.89
N: 0.60 -1.96 0.11
C: 1.44 1.42 -0.65
H: 0.84 -0.71 1.75
H: -2.17 0.46 1.52
H: 2.51 1.53 -0.74
O: -1.80 1.04 0.84
C: 0.93 -0.76 0.66
C: -1.39 0.28 -0.21
H: 0.84 2.21 -1.06
C: 0.91 0.40 -0.02
H: -0.53 -1.93 0.10
H: -1.28 0.90 -1.10
O: -1.69 -0.93 -0.29

Calculated total energy = -361.7481 a.u.
Energy above the lowest of the compared OMol25 structures with the same formula, charge and spin = 3.613 eV
Molar mass = 101.1 g mol⁻¹
SMILES = C=C=CN.O=CO
Frontier orbital gap = 9.836 eV
Highest occupied orbital energy = -9.13 eV
Net charge = 0
E_LUMO = 0.709 eV

Here are the Mulliken charges for atoms 1 to 8, given in e: H 0.316; N -0.648; C -0.699; H 0.301; H 0.328; H 0.270; O -0.401; C -0.309

=====

# 6
Density functional theory data (wB97M-V/def2-TZVPD) for C4H8O in the gas phase in a non-equilibrium geometry.

Geometry (Å):
C: 0.17 -1.26 0.50
C: -1.07 0.44 -0.05
H: 0.03 2.18 -0.58
H: 0.14 -1.27 1.59
H: 0.99 -1.88 0.17
C: -0.07 1.45 0.22
O: 1.22 0.25 -1.35
H: -1.42 0.24 -1.05
H: -1.74 0.13 0.76
C: 0.70 0.20 -0.05
H: -0.03 1.87 1.21
H: 1.75 -0.53 -1.54
H: -0.73 -1.85 0.18

Calculated total energy = -232.2973 a.u.
Energy above the lowest of the compared OMol25 structures with the same formula, charge and spin = 4.036 eV
Molar mass = 72.1 g mol⁻¹
SMILES = CC1(O)CC1
Frontier orbital gap = 8.268 eV
Highest occupied orbital energy = -7.30 eV
Net charge = 0
E_LUMO = 0.968 eV

Here are the Mulliken charges for atoms 1 to 8, given in e: C -1.171; C -0.648; H 0.238; H 0.329; H 0.378; C -0.502; O -0.494; H 0.303

=====

# 7
Density functional theory data (wB97M-V/def2-TZVPD) for C3H9BS in the gas phase in a non-equilibrium geometry.

Geometry (Å):
H: -1.80 -0.87 0.79
B: -0.26 0.69 0.29
H: 1.91 -1.85 -2.27
H: -0.74 -0.48 2.03
H: -1.26 2.64 0.22
H: 1.28 -2.11 -0.35
C: 1.10 -1.72 -1.47
H: -0.18 2.46 1.70
H: 0.19 2.94 -0.03
S: 1.11 0.11 -1.40
H: 0.18 -1.97 -1.79
H: -0.40 -1.51 0.73
C: -0.36 2.22 0.54
C: -0.77 -0.56 1.01

Calculated total energy = -542.6840 a.u.
Energy above the lowest of the compared OMol25 structures with the same formula, charge and spin = 1.695 eV
Molar mass = 88.0 g mol⁻¹
SMILES = CSB(C)C
Frontier orbital gap = 8.876 eV
Highest occupied orbital energy = -8.32 eV
Net charge = 0
E_LUMO = 0.552 eV

Here are the Mulliken charges for atoms 1 to 8, given in e: H 0.361; B 0.108; H 0.264; H 0.388; H 0.370; H 0.171; C -0.714; H 0.232

=====

# 8
Density functional theory data (wB97M-V/def2-TZVPD) for 2 unconnected molecules or ions with the total composition C2H8NO2 in a non-equilibrium geometry.

Geometry (Å):
O: -0.80 -1.13 0.69
H: 2.21 2.15 1.46
O: 0.43 1.20 0.70
H: -1.88 -1.96 -0.98
N: -0.40 -0.32 -1.45
H: 2.58 0.35 0.90
C: -1.39 -1.07 -0.59
H: -0.13 -1.01 -2.22
H: -0.14 -0.49 0.75
C: 1.91 1.30 0.70
H: 0.23 0.00 -0.75
H: -2.35 -0.40 -0.49
H: 2.08 1.65 -0.32

Calculated total energy = -286.1653 a.u.
Energy above the lowest of the compared OMol25 structures with the same formula, charge and spin = 2.230 eV
Molar mass = 78.1 g mol⁻¹
Frontier orbital gap = 7.242 eV
Highest occupied orbital energy = -2.88 eV
Net charge = -1
E_LUMO = 4.362 eV

Here are the Mulliken charges for atoms 1 to 8, given in e: O -0.573; H 0.174; O -0.902; H 0.282; N -0.531; H 0.127; C -0.055; H 0.167